ORCA calculation (wB97M-V/def2-TZVPD) on a cluster of 2 separate species, CH4NS in total.

Geometry as XYZ:
```
7
Properties=species:S:1:pos:R:3:forces:R:3
S 2.71072 -0.75268 -1.41311 0.2 -0.4 0.4
H 2.12973 0.25496 -2.04389 -0.3 0.4 -0.3
C -0.60380 -0.06710 0.62445 -0.5 0.2 -0.2
N -1.72752 0.38975 0.22662 -0.8 -2.1 0.6
H -0.20708 -0.97837 0.18172 0.7 0.7 -0.7
H -0.02140 0.41089 1.41299 -0.1 -0.4 0.6
H -2.28065 0.74254 1.01123 0.7 1.7 -0.4
```
Positions in Å, forces in eV/Å.

Computed properties:
ΔE to the lowest compared entry with this formula, charge and spin ... 21.56 kcal/mol
Total charge ... -1
Kohn-Sham gap ... 6.566 eV
M ... 62.12 g mol⁻¹
DFT total energy ... -13426.6105 eV
E_HOMO ... -2.45 eV